(1)
This record from OMol25 describes an isolated ion of composition C14H31FN3O4 and charge +1 in a non-equilibrium geometry. The level of theory is ωB97M-V/def2-TZVPD.

Results
Relative energy (zero: lowest compared OMol25 entry of this formula, charge and spin)   183.1 kcal/mol
Multiplicity   1
Charge   +1
DFT total energy   -1116.4690 Eh
E_HOMO   -0.43552 hartree

Positions of all 53 atoms, in Å:
C -0.440 -5.079 2.601
C -1.344 -3.730 2.208
C -1.108 -3.474 0.604
N -1.725 -2.157 0.095
C -0.683 -1.028 0.151
N 0.381 -1.158 1.218
F 1.552 -1.644 0.745
N -0.701 0.066 -0.724
C 0.405 1.138 -0.637
C 1.715 0.573 -1.511
C 3.041 0.928 -0.612
C 4.403 1.147 -1.558
C 5.632 1.659 -0.567
O 6.346 0.418 -0.138
C 6.721 0.554 1.300
C -1.771 0.259 -1.776
O -2.388 1.627 -1.756
C -3.863 1.472 -1.846
O -4.442 1.034 -0.535
C -4.472 2.174 0.395
C -6.006 2.797 0.323
O -6.145 3.863 -0.703
H -1.144 -6.005 2.462
H 0.391 -5.168 1.751
H 0.035 -5.002 3.680
H -2.474 -3.841 2.513
H -0.906 -2.865 2.901
H -1.730 -4.325 0.042
H 0.007 -3.622 0.243
H -1.974 -2.385 -0.904
H 0.496 -0.294 1.792
H 0.682 1.424 0.464
H 0.101 2.144 -1.177
H 1.741 0.999 -2.608
H 1.629 -0.610 -1.631
H 2.874 1.966 -0.054
H 3.338 0.102 0.171
H 4.680 0.143 -2.139
H 4.112 2.017 -2.311
H 5.251 2.249 0.373
H 6.355 2.361 -1.186
H 7.416 1.509 1.399
H 5.775 0.723 1.981
H 7.304 -0.408 1.624
H -1.263 0.148 -2.838
H -2.674 -0.486 -1.712
H -4.195 0.717 -2.707
H -4.406 2.499 -2.112
H -3.628 2.965 0.215
H -4.339 1.785 1.511
H -6.275 3.272 1.359
H -6.787 1.954 0.073
H -5.500 4.596 -0.454

(2)
This record from OMol25 describes a 11-piece molecular cluster, C54H99F12N18P2 overall in a non-equilibrium geometry. The level of theory is ωB97M-V/def2-TZVPD.

Results
Relative energy (zero: lowest compared OMol25 entry of this formula, charge and spin)   180.1 kcal/mol
Multiplicity   1
Charge   +7
DFT total energy   -4981.3013 Eh
E_HOMO   -0.78176 hartree

Positions of all 185 atoms, in Å:
C 1.847 0.981 0.766
C 0.953 1.798 -0.231
N -0.041 1.007 -0.931
C -0.226 1.005 -2.319
C -1.131 0.091 -2.592
N -1.624 -0.479 -1.437
C -0.892 0.090 -0.384
C -2.690 -1.443 -1.256
H 1.278 0.485 1.551
H 2.524 1.700 1.229
H 2.571 0.391 0.203
H 1.492 2.430 -0.936
H 0.444 2.490 0.441
H 0.336 1.683 -2.943
H -1.515 -0.289 -3.527
H -1.042 -0.078 0.671
H -2.349 -2.117 -0.470
H -2.858 -2.062 -2.137
H -3.621 -0.969 -0.947
C -4.035 -8.820 2.386
C -3.415 -7.442 2.331
N -3.484 -6.859 1.054
C -3.172 -5.512 0.759
C -3.327 -5.247 -0.553
N -3.484 -6.487 -1.176
C -3.600 -7.424 -0.183
C -3.781 -6.766 -2.568
H -5.089 -8.844 2.106
H -4.022 -9.136 3.429
H -3.430 -9.534 1.828
H -2.394 -7.331 2.700
H -3.887 -6.855 3.120
H -2.877 -4.864 1.570
H -3.310 -4.333 -1.126
H -3.905 -8.451 -0.323
H -3.968 -7.801 -2.852
H -2.966 -6.353 -3.162
H -4.709 -6.226 -2.757
C -4.956 2.336 -3.654
C -5.147 1.782 -5.103
N -5.276 0.343 -5.314
C -6.355 -0.467 -4.943
C -6.042 -1.765 -5.289
N -4.734 -1.773 -5.721
C -4.274 -0.482 -5.732
C -4.032 -2.971 -6.112
H -5.738 2.005 -2.971
H -5.120 3.413 -3.620
H -3.993 2.124 -3.190
H -4.201 1.955 -5.618
H -5.849 2.348 -5.715
H -7.121 -0.003 -4.339
H -6.528 -2.708 -5.085
H -3.264 -0.203 -5.990
H -3.798 -3.533 -5.208
H -3.230 -2.748 -6.815
H -4.708 -3.580 -6.712
C -1.740 0.971 9.362
C -1.246 -0.121 8.342
N -1.582 0.151 6.945
C -2.755 -0.152 6.258
C -2.655 0.343 4.933
N -1.433 0.991 4.833
C -0.833 0.892 6.040
C -1.035 1.668 3.563
H -1.311 0.755 10.341
H -2.816 1.011 9.530
H -1.258 1.931 9.175
H -1.727 -1.062 8.608
H -0.178 -0.306 8.449
H -3.538 -0.615 6.840
H -3.398 0.343 4.149
H 0.162 1.281 6.195
H -1.399 2.695 3.560
H -1.329 1.049 2.717
H 0.054 1.699 3.516
C 5.272 6.856 -0.035
C 5.597 5.657 -0.909
N 4.508 5.593 -1.900
C 4.490 6.434 -2.970
C 3.448 6.052 -3.759
N 2.746 5.000 -3.184
C 3.468 4.696 -2.022
C 1.562 4.382 -3.689
H 5.984 6.925 0.787
H 4.270 6.739 0.380
H 5.344 7.807 -0.562
H 5.552 4.706 -0.378
H 6.607 5.743 -1.310
H 5.208 7.221 -3.141
H 3.173 6.338 -4.763
H 3.231 3.902 -1.331
H 0.972 4.015 -2.849
H 1.800 3.617 -4.429
H 0.872 5.049 -4.204
C 4.447 4.208 2.015
C 5.250 2.868 2.195
N 6.440 2.954 3.047
C 6.573 2.431 4.366
C 7.860 2.616 4.826
N 8.600 3.035 3.691
C 7.726 3.332 2.694
C 9.995 3.224 3.512
H 3.861 4.158 1.097
H 5.148 5.028 1.861
H 3.825 4.386 2.891
H 5.588 2.464 1.241
H 4.656 2.101 2.694
H 5.769 1.950 4.903
H 8.258 2.203 5.741
H 8.111 3.606 1.723
H 10.422 3.765 4.356
H 10.144 3.853 2.635
H 10.419 2.220 3.509
C 2.230 -2.549 -0.711
C 3.115 -3.501 0.004
N 3.812 -2.655 1.016
C 3.385 -2.082 2.201
C 4.386 -1.280 2.734
N 5.547 -1.503 1.972
C 5.145 -2.337 0.976
C 6.841 -1.030 2.184
H 2.827 -1.877 -1.327
H 1.547 -1.939 -0.119
H 1.503 -3.154 -1.255
H 3.832 -4.017 -0.633
H 2.566 -4.244 0.582
H 2.377 -2.242 2.552
H 4.390 -0.630 3.595
H 5.770 -2.714 0.180
H 7.324 -1.007 1.206
H 7.488 -1.727 2.719
H 6.837 0.006 2.518
C 3.612 -4.684 -10.000
C 4.202 -3.621 -9.060
N 3.259 -3.351 -7.954
C 2.677 -4.386 -7.182
C 1.867 -3.745 -6.261
N 1.952 -2.414 -6.455
C 2.819 -2.156 -7.469
C 1.484 -1.408 -5.544
H 3.008 -5.450 -9.514
H 4.440 -5.162 -10.523
H 2.966 -4.288 -10.783
H 4.432 -2.698 -9.591
H 5.168 -3.936 -8.663
H 3.036 -5.394 -7.325
H 1.200 -4.014 -5.457
H 3.153 -1.179 -7.784
H 0.741 -1.733 -4.816
H 1.030 -0.673 -6.207
H 2.379 -0.992 -5.082
C -6.098 2.164 5.358
C -7.077 0.971 5.280
N -6.464 -0.167 4.669
C -6.148 -1.425 5.203
C -5.685 -2.269 4.209
N -5.639 -1.474 3.077
C -6.199 -0.247 3.335
C -5.038 -1.955 1.869
H -5.136 1.977 5.837
H -6.530 2.899 6.037
H -6.045 2.659 4.389
H -7.943 1.213 4.664
H -7.548 0.719 6.230
H -6.310 -1.611 6.254
H -5.367 -3.300 4.180
H -6.344 0.495 2.563
H -5.139 -3.027 1.699
H -3.993 -1.693 2.038
H -5.455 -1.452 0.998
P 0.502 5.923 0.713
F -0.008 4.791 -0.410
F 1.877 6.341 -0.052
F -0.301 6.995 -0.137
F 0.922 6.992 1.861
F -0.811 5.620 1.572
F 1.276 4.740 1.599
P -4.476 2.357 0.822
F -2.847 2.231 0.579
F -3.987 2.406 2.410
F -4.196 3.985 0.809
F -6.013 2.704 1.234
F -4.919 2.366 -0.761
F -4.621 0.671 0.851

(3)
This record from OMol25 describes a 2-piece molecular cluster, C5H7BrN2 overall in a non-equilibrium geometry. The level of theory is ωB97M-V/def2-TZVPD.

Results
Relative energy (zero: lowest compared OMol25 entry of this formula, charge and spin)   45.6 kcal/mol
Multiplicity   1
Charge   0
DFT total energy   -2878.1426 Eh
E_HOMO   -0.35480 hartree

Positions of all 15 atoms, in Å:
C 0.555 -0.419 0.612
C -2.886 -0.551 1.291
C 0.377 -0.940 -0.756
C 0.293 0.518 -1.573
C 1.018 1.379 -0.568
N 0.926 0.779 0.705
N -2.349 -0.656 2.322
Br 0.374 -1.280 2.239
H 1.147 -1.517 -1.188
H -0.625 -1.570 -0.968
H 0.986 0.499 -2.443
H -0.796 0.587 -1.714
H 2.071 1.310 -0.777
H 0.844 2.447 -0.432
H -1.935 -0.587 3.247

What is the formula in the first record? C14H31FN3O4